Entry 1:
ORCA calculation (ωB97M-V/def2-TZVPD) on C37H38NNiO4SbSe2 as an isolated structure.

Structure (ORCA input):
```
! wB97M-V def2-TZVPD RIJCOSX def2/J DEFGRID3
* xyz 0 3
Ni 0.5609 -1.2633 0.5996
O 4.2450 0.4618 1.0356
C 3.5591 -0.2185 2.1070
C 3.8127 -1.7202 2.1504
C 5.2192 -1.9710 2.7200
O 6.2847 -1.4196 1.9483
C 3.7457 -2.3923 0.7682
Se 2.5273 -1.6490 -0.5743
C 2.8162 -2.3333 3.1334
Se 0.9004 -2.3518 2.6554
H 3.9012 0.0393 0.2202
H 2.4943 -0.0611 2.0262
H 3.8888 0.2339 3.0442
H 5.4011 -3.0460 2.7669
H 5.2484 -1.5847 3.7470
H 6.0190 -0.5416 1.6530
H 3.4895 -3.4427 0.8957
H 4.7215 -2.3354 0.2967
H 2.8747 -1.8099 4.0890
H 3.0843 -3.3742 3.3065
C 1.5176 3.9892 -3.4128
O 1.8545 3.6795 -2.0635
C 2.5272 4.6053 -1.3564
C 2.8163 5.8822 -1.8198
C 3.5452 6.7647 -1.0283
C 3.9929 6.3858 0.2256
C 3.6861 5.1156 0.6983
C 2.9523 4.2358 -0.0734
N 2.6886 2.9172 0.4226
C 1.5484 2.2718 0.4547
C 0.2321 2.7313 0.3415
C -0.1793 4.0968 0.3666
C -1.4978 4.4167 0.3327
C -2.4679 3.3724 0.2635
C -2.1189 2.0552 0.2393
C -0.7421 1.6770 0.2655
O -0.3702 0.4560 0.1987
H 0.7930 4.8042 -3.4579
H 1.0754 3.0885 -3.8256
H 2.4068 4.2543 -3.9858
H 2.4882 6.1886 -2.8035
H 3.7657 7.7553 -1.4082
H 4.5653 7.0696 0.8383
H 4.0138 4.7978 1.6838
H 3.4997 2.3351 0.6284
H 1.6672 1.2120 0.6243
H 0.5636 4.8820 0.4439
H -1.8143 5.4514 0.3737
H -3.5189 3.6370 0.2329
H -2.8611 1.2668 0.1937
C -3.5286 -0.4223 -4.3495
C -4.0388 -1.6224 -3.8686
C -3.4724 -2.2246 -2.7490
C -2.3900 -1.6256 -2.0988
C -1.8777 -0.4260 -2.5958
C -2.4477 0.1750 -3.7128
Sb -1.5243 -2.4162 -0.3182
C -3.0365 -1.7254 1.0394
C -2.6928 -1.1113 2.2438
C -3.6815 -0.6119 3.0876
C -5.0200 -0.7163 2.7346
C -5.3742 -1.3353 1.5407
C -4.3880 -1.8399 0.7019
C -2.2236 -4.4134 -0.4774
C -2.0081 -5.1384 -1.6535
C -2.4645 -6.4466 -1.7649
C -3.1306 -7.0420 -0.6999
C -3.3331 -6.3330 0.4770
C -2.8802 -5.0224 0.5915
H -3.9714 0.0451 -5.2224
H -4.8793 -2.0935 -4.3661
H -3.8757 -3.1668 -2.3931
H -1.0342 0.0471 -2.1026
H -2.0466 1.1112 -4.0849
H -1.6556 -1.0246 2.5427
H -3.3997 -0.1412 4.0218
H -5.7880 -0.3211 3.3894
H -6.4183 -1.4280 1.2645
H -4.6812 -2.3215 -0.2250
H -1.4878 -4.6838 -2.4903
H -2.2971 -7.0012 -2.6811
H -3.4876 -8.0617 -0.7868
H -3.8447 -6.7992 1.3107
H -3.0435 -4.4786 1.5133
*
```

Properties
HOMO level (alpha / beta)	-7.1 / -7.2	eV
frontier orbital gap (alpha / beta)	6.426 / 6.428	eV
E_LUMO (alpha / beta)	-0.02543 / -0.02792	Ha
<S²>	2.012
M	899.09	g/mol

Results of the Mulliken charge analysis, in e, for atoms 1 through 8:
1. Ni 0.89
2. O -0.75
3. C -1.05
4. C 2.15
5. C -1.18
6. O -0.56
7. C -1.60
8. Se -0.57

***

Entry 2:
ORCA calculation (ωB97M-V/def2-TZVPD) on a 3-piece molecular cluster, C37H39BF3NO2 overall.

Structure (ORCA input):
```
! wB97M-V def2-TZVPD RIJCOSX def2/J DEFGRID3
* xyz 0 1
C -1.6446 4.3405 2.4800
C -0.1588 4.5847 2.7028
C 0.0418 5.9320 3.3725
C 0.4211 3.4789 3.6287
O 0.5092 2.2352 2.9256
B 1.1742 2.3317 1.6863
C 2.7608 2.2391 1.7607
C 3.3793 1.7284 2.9014
C 4.7588 1.8458 3.0574
C 5.5095 2.4426 2.0498
C 7.0018 2.5673 2.2408
F 7.6174 3.1830 1.1889
F 7.3098 3.2905 3.3638
F 7.5917 1.3383 2.3869
C 4.9087 2.9113 0.8884
C 3.5278 2.7828 0.7345
C 0.5517 0.5108 0.6499
C -0.9144 0.6386 0.5311
C 1.1282 -0.5042 1.5259
C 2.2051 -1.2921 1.0675
C 2.7234 -2.3172 1.8540
C 2.2127 -2.5429 3.1425
C 1.1961 -1.7175 3.6466
C 0.6574 -0.7103 2.8453
O 0.6609 3.2702 0.7744
C 0.5800 4.5865 1.3289
H -1.8060 3.3746 1.9847
H -2.1589 4.3492 3.4470
H -2.0523 5.1442 1.8568
H 1.1089 6.1232 3.5411
H -0.3604 6.7378 2.7465
H -0.4715 5.9599 4.3415
H 1.4307 3.7637 3.9799
H -0.2320 3.3256 4.5012
H 2.7985 1.2399 3.6836
H 5.2342 1.4846 3.9672
H 5.4972 3.3895 0.1103
H 3.0645 3.1320 -0.1888
H 1.1369 0.7829 -0.2363
H -1.1595 1.5563 -0.0027
H -1.3955 -0.2044 0.0172
H -1.3353 0.7047 1.5331
H 2.6061 -1.0834 0.0724
H 3.5104 -2.9564 1.4423
H 2.5965 -3.3699 3.7445
H 0.8057 -1.8752 4.6591
H -0.1095 -0.0467 3.2516
H 0.0364 5.2118 0.6039
H 1.6014 4.9967 1.4542
C -4.3033 1.6353 -3.4192
N -3.7200 0.3160 -3.2553
C -2.4927 0.0689 -2.7291
C -2.2401 -1.3295 -2.7403
C -1.0497 -1.9166 -2.2995
C -0.8274 -3.3387 -2.2452
C -1.8233 -4.2414 -1.7884
C -1.6357 -5.6152 -1.8492
C -0.4644 -6.1610 -2.3898
C -0.2977 -7.6498 -2.4688
C 0.5334 -5.2850 -2.8343
C 0.3812 -3.9067 -2.7396
C -3.4181 -1.9357 -3.4087
C -3.7529 -3.1845 -3.9207
C -5.0044 -3.3808 -4.5347
C -5.9063 -2.3233 -4.7230
C -5.5537 -1.0353 -4.2943
C -4.3232 -0.8784 -3.6614
H -5.2925 1.5408 -3.8692
H -4.3943 2.1389 -2.4487
H -3.6693 2.2568 -4.0643
H -1.8447 0.8710 -2.3843
H -0.2095 -1.2445 -2.1032
H -2.7724 -3.8424 -1.4070
H -2.4058 -6.2940 -1.4763
H 0.6625 -7.9119 -2.9210
H -0.3466 -8.1226 -1.4787
H -1.0930 -8.1071 -3.0713
H 1.4543 -5.7111 -3.2360
H 1.1630 -3.2373 -3.1040
H -3.0505 -4.0109 -3.8454
H -5.2838 -4.3778 -4.8755
H -6.8652 -2.4986 -5.2100
H -6.2100 -0.1818 -4.4482
*
```

Properties
HOMO level	-5.2	eV
frontier orbital gap	2.290	eV
E_LUMO	-0.10520	Ha
M	597.53	g/mol

Results of the Mulliken charge analysis, in e, for atoms 1 through 8:
1. C -1.73
2. C 2.68
3. C -2.12
4. C -1.43
5. O -0.57
6. B 1.69
7. C 0.63
8. C -0.50

***

Entry 3:
ORCA calculation (ωB97M-V/def2-TZVPD) on C37H39ClN3OOsTe as an isolated structure.

Structure (ORCA input):
```
! wB97M-V def2-TZVPD RIJCOSX def2/J DEFGRID3
* xyz 1 5
Os -0.9178 1.1298 -0.7468
Cl -7.4507 3.8669 -2.8621
C -5.9434 3.4081 -2.1358
C -5.5365 4.0181 -0.9356
C -4.3509 3.6738 -0.3429
C -3.5034 2.7041 -0.9124
O -2.3670 2.4635 -0.3010
C -3.9239 2.0827 -2.1088
C -3.1435 1.1299 -2.8107
N -2.0607 0.5498 -2.3973
C -1.3784 -0.3833 -3.2510
C -1.9427 -1.1177 -4.2522
C -1.1463 -1.9511 -5.0733
C 0.2006 -2.0364 -4.8809
C 0.8032 -1.3169 -3.8224
C 2.1920 -1.3478 -3.5538
C 2.6971 -0.6214 -2.5183
C 1.8200 0.1179 -1.7116
N 0.5192 0.1538 -1.9131
C -0.0012 -0.5240 -2.9941
C -5.1527 2.4689 -2.7127
H -6.1722 4.7744 -0.4886
H -4.0271 4.1396 0.5803
H -3.4962 0.8764 -3.8064
H -3.0119 -1.0814 -4.4217
H -1.6191 -2.5159 -5.8677
H 0.8196 -2.6561 -5.5204
H 2.8411 -1.9458 -4.1845
H 3.7547 -0.6107 -2.2935
H 2.1894 0.6901 -0.8741
H -5.4676 1.9906 -3.6348
C 3.6665 -1.2982 1.2520
C 2.2912 -1.9119 1.1702
C 2.1424 -3.3017 1.2450
C 0.9009 -3.9183 1.0813
C 0.7630 -5.4185 1.1699
C -0.2090 -3.1282 0.8654
C -0.1326 -1.7049 0.8617
C 1.1643 -1.1335 0.9976
N -1.2015 -0.8880 0.6619
C -2.6014 -1.3301 0.9605
C -2.7797 -2.3826 2.0760
C -3.3672 -0.0915 1.4444
C -3.2280 -1.8485 -0.3389
H 4.2954 -1.8333 1.9667
H 3.6240 -0.2520 1.5506
H 4.1672 -1.3560 0.2768
H 3.0225 -3.9185 1.4110
H 1.6992 -5.9228 0.9349
H -0.0104 -5.7899 0.4948
H 0.4774 -5.7069 2.1843
H -1.1350 -3.6164 0.6085
H 1.2398 -0.0563 1.0233
H -2.0361 -2.2671 2.8674
H -2.7607 -3.4111 1.7205
H -3.7635 -2.2245 2.5208
H -3.1505 0.1003 2.4980
H -4.4407 -0.2637 1.3388
H -3.1066 0.8038 0.8896
H -2.6248 -2.6535 -0.7674
H -3.3160 -1.0496 -1.0765
H -4.2280 -2.2359 -0.1290
C 5.7590 1.9044 3.9071
C 4.5064 2.0741 3.0847
C 4.5457 2.6816 1.8371
C 3.3927 2.8885 1.0795
C 3.5267 3.5449 -0.2800
C 2.1673 2.4577 1.6013
Te 0.3469 2.9370 0.6338
C 2.0938 1.8291 2.8564
C 0.7868 1.3426 3.4470
C 3.2728 1.6500 3.5722
H 6.6530 1.9381 3.2832
H 5.7513 0.9590 4.4520
H 5.8411 2.7061 4.6459
H 5.5019 3.0145 1.4370
H 4.3983 4.2004 -0.3101
H 2.6511 4.1400 -0.5393
H 3.6593 2.7953 -1.0691
H 0.3540 0.5393 2.8441
H 0.0441 2.1408 3.4998
H 0.9400 0.9635 4.4577
H 3.2226 1.1721 4.5478
*
```

Properties
HOMO level (alpha / beta)	-10.1 / -10.5	eV
frontier orbital gap (alpha / beta)	6.514 / 6.048	eV
E_LUMO (alpha / beta)	-0.13289 / -0.16325	Ha
<S²>	6.064
M	895.02	g/mol

Results of the Mulliken charge analysis, in e, for atoms 1 through 8:
1. Os 1.86
2. Cl -0.21
3. C 0.01
4. C -0.50
5. C -0.54
6. C 0.14
7. O -0.35
8. C 0.40

***

Entry 4:
ORCA calculation (ωB97M-V/def2-TZVPD) on a 2-piece molecular cluster, C37H39F6N6O2 overall.

Structure (ORCA input):
```
! wB97M-V def2-TZVPD RIJCOSX def2/J DEFGRID3
* xyz 1 1
O 3.6901 -1.8881 -0.0959
C 3.6142 -2.8665 0.6525
N 2.4285 -3.3045 1.2077
C 1.2177 -2.4720 1.0905
C 0.5042 -2.7570 -0.2329
C -0.0352 -4.1948 -0.3403
C -1.2914 -4.0953 -1.2267
C -1.5846 -2.5929 -1.3638
N -0.6414 -1.8936 -0.4744
N 4.6953 -3.6891 0.9907
C 6.0323 -3.4603 0.6519
C 6.9212 -4.5552 0.5979
C 8.2455 -4.3649 0.2151
C 9.1594 -5.5581 0.0648
F 10.4357 -5.2771 0.4723
F 8.7285 -6.6338 0.7883
F 9.2380 -5.9589 -1.2475
C 8.7388 -3.0939 -0.0682
C 7.8746 -2.0058 0.0389
C 8.4369 -0.6302 -0.2258
F 7.5217 0.3627 -0.0292
F 9.5058 -0.3658 0.5926
F 8.8875 -0.5196 -1.5172
C 6.5323 -2.1751 0.3740
H 2.5083 -3.8591 2.0561
H 0.5481 -2.7366 1.9241
H 1.4831 -1.4057 1.1445
H 1.2515 -2.5648 -1.0372
H 0.7316 -4.8715 -0.7288
H -0.3230 -4.5294 0.6628
H -1.1114 -4.5499 -2.2038
H -2.1402 -4.6028 -0.7652
H -1.4618 -2.2758 -2.4157
H -2.6141 -2.3483 -1.0728
H -0.3553 -1.0285 -0.8811
H 4.4469 -4.6150 1.3264
H 6.5652 -5.5567 0.8301
H 9.7759 -2.9534 -0.3566
H 5.8669 -1.3190 0.4038
C -5.5976 5.4150 -0.7143
N -4.7425 4.4499 -0.0653
C -4.8529 4.2310 1.2761
O -5.6196 4.8121 2.0388
C -3.8576 3.1345 1.6450
C -4.5101 1.9217 2.3027
C -5.1968 2.2503 3.6094
C -6.5514 1.9449 3.7687
C -7.2189 2.3167 4.9374
C -6.5178 2.9604 5.9663
C -5.1458 3.2084 5.8301
C -4.4819 2.8486 4.6519
N -3.2492 2.8152 0.3484
C -2.2573 1.8948 0.2692
C -1.6318 1.5316 -0.9052
C -0.4812 0.7314 -0.9941
C 0.2304 0.5580 -2.2581
C 1.4866 -0.0961 -2.3106
C 2.1326 -0.3096 -3.5225
C 1.5718 0.1665 -4.7161
C 2.2553 0.0145 -5.9653
N 2.8044 -0.0898 -6.9952
C 0.3469 0.8337 -4.6833
C -0.3493 0.9768 -3.4878
C -3.7681 3.6167 -0.7719
C -4.4863 2.7524 -1.8209
C -2.6892 4.5116 -1.4015
H -6.2607 5.8424 0.0416
H -5.0090 6.2178 -1.1744
H -6.2020 4.9369 -1.4939
H -3.0817 3.5610 2.3143
H -5.2487 1.5095 1.5972
H -3.7351 1.1559 2.4667
H -7.0757 1.4474 2.9476
H -8.2851 2.1052 5.0368
H -7.0403 3.2639 6.8745
H -4.5855 3.6880 6.6343
H -3.4140 3.0446 4.5206
H -1.9956 1.4056 1.2121
H -2.0484 1.9437 -1.8211
H 0.0356 0.5183 -0.0482
H 1.9558 -0.4656 -1.3881
H 3.0853 -0.8420 -3.5448
H -0.0794 1.2392 -5.6035
H -1.3596 1.3914 -3.5130
H -5.3288 2.2303 -1.3458
H -4.8564 3.3943 -2.6315
H -3.8298 1.9969 -2.2573
H -2.3748 5.2676 -0.6687
H -1.8101 3.9372 -1.7059
H -3.1063 5.0160 -2.2833
*
```

Properties
HOMO level	-10.9	eV
frontier orbital gap	5.587	eV
E_LUMO	-0.19522	Ha
M	713.75	g/mol

Results of the Mulliken charge analysis, in e, for atoms 1 through 8:
1. O -0.65
2. C 0.53
3. N -0.18
4. C -1.20
5. C 0.57
6. C -0.54
7. C -0.65
8. C -0.54

***

Entry 5:
ORCA calculation (ωB97M-V/def2-TZVPD) on C37H39N4O5Rb as an isolated structure.

Structure (ORCA input):
```
! wB97M-V def2-TZVPD RIJCOSX def2/J DEFGRID3
* xyz -2 1
Rb -0.4638 0.0229 1.1061
C 3.6859 1.7547 2.2478
O 3.5315 3.1415 2.5251
C 2.4780 3.8494 1.9808
C 2.7128 5.1917 1.8020
C 1.7429 6.0423 1.2504
C 0.5448 5.4839 0.8550
C 0.2567 4.1236 1.0343
C -1.0282 3.6681 0.4801
N -1.5849 2.5241 0.6031
N -2.7765 2.4355 -0.1362
C -3.1529 1.2015 -0.4117
O -2.6119 0.0893 -0.1644
C -4.4556 1.1616 -1.2058
C -5.0112 -0.0788 -1.5016
C -6.1933 -0.1778 -2.2277
C -6.8366 0.9696 -2.6739
C -6.2862 2.2143 -2.3835
C -5.1085 2.3084 -1.6554
C 1.1989 3.2435 1.6785
O 0.9449 2.0346 1.9546
H 4.6596 1.4900 2.6651
H 3.6965 1.5714 1.1678
H 2.9013 1.1482 2.6851
H 3.6889 5.5693 2.0917
H 1.9415 7.0994 1.1225
H -0.2147 6.1058 0.3885
H -1.5512 4.4088 -0.1406
H -4.4837 -0.9544 -1.1440
H -6.6137 -1.1538 -2.4450
H -7.7568 0.8971 -3.2429
H -6.7802 3.1172 -2.7267
H -4.6657 3.2658 -1.4153
C 0.3615 -1.5196 4.1385
C 0.6395 -2.6962 3.4083
C -0.5825 -3.1776 2.8820
C -1.6107 -2.3029 3.2923
C -1.0249 -1.2770 4.0686
C -1.7054 -0.0943 4.6980
C -3.0577 -2.4503 2.9098
C -0.7817 -4.4303 2.0750
C 1.9897 -3.3416 3.2432
C 1.3425 -0.6192 4.8372
H -1.5356 -0.0459 5.7821
H -2.7870 -0.1223 4.5434
H -1.3538 0.8622 4.2902
H -3.4361 -3.4618 3.1104
H -3.2421 -2.2474 1.8468
H -3.6923 -1.7575 3.4684
H -1.2164 -5.2618 2.6520
H 0.1655 -4.8071 1.6711
H -1.4506 -4.2724 1.2199
H 1.9385 -4.4331 3.3447
H 2.6900 -2.9891 4.0058
H 2.4729 -3.1422 2.2739
H 1.2153 -0.6141 5.9298
H 1.2491 0.4225 4.5081
H 2.3765 -0.9178 4.6399
O 3.6336 -4.4777 -4.5017
C 3.8461 -4.5297 -3.0916
C 2.8845 -3.6047 -2.4015
C 2.3524 -3.9336 -1.1680
C 1.5294 -3.0153 -0.5282
N 1.2199 -1.8408 -1.0631
C 1.7053 -1.5290 -2.2581
C 2.5514 -2.3759 -2.9600
C 1.2783 -0.1837 -2.7999
C 1.4635 0.1700 -4.1255
C 1.0202 1.4186 -4.5573
C 1.2401 1.8460 -5.9819
O 2.6275 1.9358 -6.3151
C 0.4109 2.2507 -3.6379
C 0.2628 1.8122 -2.3246
N 0.6931 0.6237 -1.9215
H 4.3047 -5.0188 -4.9245
H 4.8696 -4.2175 -2.8557
H 3.7086 -5.5451 -2.7094
H 2.5722 -4.8847 -0.6970
H 1.1009 -3.2243 0.4479
H 2.9556 -2.0996 -3.9235
H 1.9281 -0.5071 -4.8311
H 0.7401 2.8022 -6.1597
H 0.8183 1.1125 -6.6703
H 3.0845 2.2871 -5.5439
H 0.0428 3.2280 -3.9272
H -0.2171 2.4293 -1.5726
*
```

Properties
HOMO level	-0.7	eV
frontier orbital gap	4.016	eV
E_LUMO	0.12306	Ha
M	705.21	g/mol

Results of the Mulliken charge analysis, in e, for atoms 1 through 8:
1. Rb 0.78
2. C -0.42
3. O -0.54
4. C 0.01
5. C -0.46
6. C -0.75
7. C -0.69
8. C 0.75